[1]
Molecular formula: C30H28FN3O9Zn
Method: DFT, ωB97M-V/def2-TZVPD

```
72
C30H28FN3O9Zn (ωB97M-V/def2-TZVPD)
O 4.95 -2.83 0.08
O -0.42 -0.29 -1.23
H -2.02 -0.79 3.27
F -1.20 4.81 0.16
C 1.66 -2.71 -1.38
C -3.80 -0.88 0.33
N -3.70 0.05 1.31
C 0.68 0.34 -1.09
H 4.82 -2.58 -2.53
C -2.19 3.37 1.74
H 1.40 0.93 3.32
C 0.79 1.53 2.64
H 4.12 2.24 -0.86
C -3.00 -1.27 3.28
O -0.48 -0.15 1.62
H -3.28 -1.55 4.30
C 3.74 -2.64 -2.54
O 3.34 -2.01 3.19
C -1.83 3.63 0.42
C 1.15 0.85 0.18
H 1.00 -2.60 -4.55
C 3.81 -2.42 -0.07
H -5.22 1.40 3.13
H 2.76 1.93 1.14
N 0.96 -2.78 -2.50
H -2.91 -2.18 2.69
H 3.70 1.36 -5.22
H -1.76 2.93 -1.61
H 3.51 -2.65 -4.68
C 1.62 -2.71 -3.66
H 2.66 0.07 -4.53
C -2.72 1.55 -0.29
H -3.35 2.73 4.06
C 3.05 -2.62 -1.33
C -3.52 -1.94 -1.86
N 3.15 -1.71 0.88
H 3.65 -1.55 3.98
C -4.06 -0.36 2.67
H -1.96 4.10 2.51
H 4.87 -1.39 1.93
H 2.31 -1.22 0.60
C 3.01 -2.69 -3.72
C 2.68 1.24 -2.15
H -0.15 1.75 3.16
C -2.93 0.57 -1.39
C -2.81 2.18 2.06
H 2.02 1.68 -4.69
H 1.07 -2.72 -0.46
H -4.23 -1.84 0.62
C 1.49 0.59 -2.25
H 3.56 -0.20 2.20
H -5.00 -0.91 2.58
O -2.72 0.89 -2.55
C 3.80 -1.26 2.06
O 0.12 -0.66 -4.55
C -4.34 0.88 3.52
C -2.07 2.75 -0.59
C 3.16 1.73 -0.90
O -2.64 -2.03 -2.77
C -3.15 1.83 3.48
C 2.39 1.55 0.20
C -3.43 -0.72 -0.96
C -3.09 1.26 1.03
O 3.49 1.49 -3.22
H -2.28 1.34 3.94
C 2.94 1.12 -4.49
H -4.56 0.57 4.54
C 0.42 0.67 1.42
H 1.29 2.47 2.42
O -4.40 -2.77 -1.61
Zn -1.03 -0.99 -3.22
H 1.08 0.20 -3.21
```

HOMO-LUMO gap in eV: 4.744
F_max in eV Å⁻¹: 0.2
HOMO in eV: -0.64
Total charge: -2

Results of the Mulliken charge analysis, in e, for atoms 1 through 5: -0.7459 -0.6725 0.1071 -0.4389 -0.5147

***

[2]
Molecular formula: C30H28IrN5O6
Method: DFT, ωB97M-V/def2-TZVPD

```
70
C30H28IrN5O6 (ωB97M-V/def2-TZVPD)
C 1.84 1.14 -2.23
C 3.70 -1.49 5.45
C -3.56 2.73 -0.52
C -3.28 -4.41 0.60
O 1.20 0.10 -2.67
O -0.57 -0.76 2.04
H 4.69 -0.12 6.78
C 3.03 3.20 -2.53
C 4.26 -0.25 5.80
H -3.44 -3.50 2.52
Ir 0.20 -1.06 -0.24
H 2.72 -3.77 4.56
H -4.62 2.48 -0.44
C 3.70 0.61 3.63
C 3.11 -0.60 3.28
C 1.01 -0.11 -4.10
C -2.59 -4.42 -0.59
H -2.91 1.21 -3.53
N -1.24 -2.58 0.14
H -3.77 5.36 -2.75
N -2.96 1.79 -1.51
H 4.72 1.73 5.14
C -3.44 1.92 -2.91
H 0.61 -1.11 -4.17
C -1.57 -3.50 -0.78
H 2.08 2.17 -4.12
N 1.75 0.18 -0.02
N 2.35 0.21 1.21
O 0.02 -2.55 -2.25
H 1.96 -0.03 -4.62
O 1.52 -2.42 0.51
C 2.64 -2.98 3.83
H -3.89 4.82 -0.30
C -3.25 3.36 -3.38
H -2.43 -2.40 3.76
H 3.18 2.32 0.75
H -3.68 3.45 -4.38
H -5.00 4.16 -2.41
O -0.98 -4.48 -2.83
H -4.50 1.66 -2.91
C -2.91 -3.50 1.58
C -2.03 0.97 -1.19
C 4.27 0.78 4.88
H -4.09 -5.11 0.78
H -2.82 -5.13 -1.37
C 3.15 -1.67 4.20
H 1.76 -4.24 2.34
H 3.37 3.99 -3.18
C 3.37 3.26 -1.14
H -2.19 3.58 -3.45
C -3.92 4.33 -2.41
H -3.09 2.55 0.45
H 3.95 4.09 -0.77
O -1.78 -1.70 3.59
H -2.31 4.41 -0.97
C -1.88 -2.61 1.33
H 3.72 -2.30 6.16
C 2.15 1.18 -0.79
C 2.96 2.28 -0.30
H 3.72 1.41 2.91
C -0.75 -3.45 -2.03
C -3.38 4.16 -1.00
C 2.46 -0.81 1.99
N -1.19 0.21 -0.90
C 2.11 -3.26 2.61
H -0.43 -4.43 -3.62
C 2.00 -2.22 1.65
H 0.29 0.62 -4.47
C -1.38 -1.61 2.35
C 2.29 2.18 -3.06
```

HOMO-LUMO gap (spin up / spin down) in eV: 5.614 / 5.383
F_max in eV Å⁻¹: 1.7
HOMO (spin up / spin down) in eV: -16.56 / -16.32
Multiplicity: 2
Total charge: +3

Results of the Mulliken charge analysis, in e, for atoms 1 through 5: 1.1128 -0.9061 -0.7240 -0.9475 0.0824

***

[3]
Molecular formula: C30H28N4OsP
Method: DFT, ωB97M-V/def2-TZVPD

```
64
C30H28N4OsP (ωB97M-V/def2-TZVPD)
H 4.87 -1.89 -2.50
C -5.10 0.60 -0.58
H 2.80 2.91 0.11
H -0.68 2.89 2.56
H -5.92 1.28 -0.35
C 1.35 0.03 1.78
H 1.01 -1.44 -2.95
C -4.24 -1.41 -1.52
H -1.87 0.18 2.98
C 1.85 1.07 4.31
C -3.83 0.92 -0.17
H 3.46 0.35 1.42
C -2.98 -1.04 -1.09
C 0.00 -1.70 -2.62
H 3.91 1.18 3.69
H 4.41 2.36 -2.17
C -0.41 -3.89 -1.49
H 0.05 -4.96 1.71
Os -0.98 0.57 0.44
H 2.05 1.45 5.30
C 0.56 0.73 3.96
H 2.80 -2.21 -1.22
P 1.06 -0.47 0.09
H -6.32 -0.86 -1.60
H -1.27 -1.26 2.13
C -1.12 4.66 1.26
C -4.34 -2.67 -2.20
H -1.52 3.04 -1.45
H -0.25 0.86 4.68
H -0.53 -0.75 -2.45
C 2.90 0.92 3.40
N -1.39 3.38 -0.51
C -5.33 -0.58 -1.27
C 4.05 1.36 -1.95
N -1.09 2.55 0.52
C 4.75 0.26 -2.41
C 0.46 -2.99 0.99
C -0.41 -4.74 -0.39
H 1.22 2.26 -0.28
C 2.43 -0.09 -0.95
C -0.92 3.33 1.60
H 5.66 0.41 -2.99
H -1.05 5.52 1.91
C 0.03 -4.29 0.86
H -3.63 1.84 0.37
C -1.40 4.66 -0.09
C 0.01 -2.58 -1.40
H -0.75 -5.76 -0.50
H -0.76 -4.27 -2.45
C 2.88 1.22 -1.20
N -4.37 -3.71 -2.70
N -2.77 0.11 -0.43
C 4.31 -1.03 -2.15
C 0.29 0.17 2.71
H 0.82 -2.64 1.95
H 2.11 3.20 -1.48
C 2.65 0.44 2.13
C -1.09 -0.19 2.31
C 3.15 -1.21 -1.43
H -0.49 -2.20 -3.45
H -2.13 -1.68 -1.25
H -1.62 5.47 -0.77
C 0.44 -2.13 -0.12
C 2.21 2.46 -0.68
```

HOMO-LUMO gap in eV: 6.723
F_max in eV Å⁻¹: 0.8
HOMO in eV: -17.46
Total charge: +3

Results of the Mulliken charge analysis, in e, for atoms 1 through 5: 0.4902 -0.8330 0.4246 0.5093 0.4770

***

[4]
Molecular formula: C30H29BrCdN4OS4
Method: DFT, ωB97M-V/def2-TZVPD

```
70
C30H29BrCdN4OS4 (ωB97M-V/def2-TZVPD)
N 4.44 0.43 5.07
H -1.52 -6.59 -0.89
C 0.61 4.40 -1.27
C 1.23 -5.11 0.40
C 2.90 -1.61 -4.48
Cd 1.42 -1.47 0.48
C 0.23 -7.64 -0.21
H -6.45 2.82 0.31
H -5.44 4.73 -0.88
C 1.51 -0.82 3.68
C -0.55 2.48 -0.15
H 2.17 2.15 -1.09
C 3.04 -4.12 1.17
H 4.75 -2.52 -3.94
C -4.33 3.17 0.16
C 2.05 2.71 -0.17
H -0.17 -8.61 -0.45
H 0.91 -0.72 -4.65
C 2.77 -0.48 3.28
C 3.46 -2.37 -2.23
C 1.65 -1.19 -4.01
H 0.45 -1.04 -2.26
C 1.39 -1.38 -2.68
C 0.66 4.19 1.23
H -0.62 -4.33 -0.35
H -0.22 4.83 1.32
N 0.89 -0.56 6.20
H -0.31 5.00 -1.24
C 1.50 -7.53 0.34
H 0.67 3.50 2.08
C -0.54 -6.49 -0.45
H -5.25 4.49 1.63
H 1.46 5.09 -1.23
H -4.17 3.25 2.32
H 1.55 4.83 1.30
C -4.31 3.94 1.48
C -2.96 1.02 -0.18
Br -1.72 -1.49 -0.60
H 2.10 -8.42 0.52
C -4.51 4.16 -1.00
C -1.79 3.07 -0.02
C -5.54 2.23 0.17
C 3.69 0.02 4.29
O 0.64 0.42 -0.50
H -3.49 4.66 1.51
H -4.54 3.63 -1.96
N 1.85 -3.92 0.74
C 3.78 -2.19 -3.61
C 0.68 3.41 -0.09
H 3.69 -3.33 1.54
H -5.47 1.51 0.98
H -3.68 4.88 -1.03
S 4.61 -3.14 -1.21
C 1.18 -0.67 5.09
H -3.85 0.40 -0.19
H -5.63 1.68 -0.77
C -3.02 2.40 -0.02
H 2.83 3.48 -0.11
N 2.24 -1.95 -1.79
H 3.17 -1.47 -5.53
S 0.19 -1.43 2.71
H 2.20 2.01 0.65
C -1.73 0.41 -0.34
C -0.04 -5.23 -0.16
S 3.53 -5.79 1.28
C -0.47 1.06 -0.34
H -1.82 4.15 0.11
S 3.46 -0.57 1.68
C 1.99 -6.27 0.64
H 0.63 3.86 -2.22
```

HOMO-LUMO gap in eV: 5.814
F_max in eV Å⁻¹: 0.5
HOMO in eV: -1.83
Total charge: -2

Results of the Mulliken charge analysis, in e, for atoms 1 through 5: -0.5987 0.3725 -1.7371 -0.8636 -0.2014